# 1
Formula: H18O13PTl2
Source: OMol25
Level of theory: wB97M-V/def2-TZVPD

The geometry in XYZ format:
```
34
Properties=species:S:1:pos:R:3:forces:R:3:nbo_charge:R:1
Tl 0.083429 -2.633487 3.024513 -0.08 -0.05 0.46 0.991
Tl -0.435899 -2.995204 -2.595380 -0.33 -0.30 -0.65 0.990
P 0.136339 -0.621376 -0.027368 0.80 -0.08 -0.34 2.499
O 1.152913 -0.391276 1.085041 -0.31 0.12 0.36 -1.125
O -0.913380 0.484431 -0.005886 -0.37 -0.54 -0.25 -0.996
O -0.586297 -1.994863 0.149174 0.01 0.40 -0.02 -0.865
O 0.830521 -0.676135 -1.405046 -1.12 -0.31 0.77 -0.981
O 3.732864 -0.245883 1.003783 0.03 0.20 1.04 -0.513
H 2.753298 -0.245442 1.153746 0.25 -0.16 -0.14 0.487
H 3.853809 -0.593939 0.080941 0.13 -0.14 -0.21 0.504
O 2.505798 1.504455 -1.186229 -0.34 -0.11 0.11 -0.611
H 3.396736 1.179838 -1.423353 -0.11 0.23 -0.19 0.502
H 1.896881 0.723746 -1.260074 0.56 0.41 -0.34 0.480
O 1.694420 2.164674 1.261089 -0.58 -0.53 -0.42 -0.526
H 1.476336 2.568475 2.127238 0.56 0.14 0.13 0.518
H 1.446008 1.183569 1.306123 0.20 0.46 0.13 0.498
O -3.210697 -1.888029 0.070403 0.57 -0.94 -0.27 -0.519
H -3.466871 -1.017984 0.465796 -0.47 0.61 0.27 0.500
H -2.223658 -1.911303 0.051326 -0.05 0.11 -0.38 0.474
O -2.127273 -0.476692 -2.657802 0.01 -0.22 0.47 -0.850
H -2.972014 0.001406 -2.720382 -0.05 -0.21 -0.25 0.522
H -1.628826 -0.005022 -1.978703 0.02 0.25 -0.13 0.474
O -3.644972 0.534030 0.195773 0.32 -0.02 0.13 -0.859
H -3.861267 0.936737 1.051320 -0.23 0.16 -0.13 0.515
H -2.674212 0.589613 0.078785 -0.37 0.33 0.18 0.487
O -0.155563 2.940417 -0.696756 0.26 -0.52 -0.22 -0.686
H -0.765043 3.573369 -1.118197 0.01 0.17 0.24 0.515
H -0.631284 2.084263 -0.596248 0.09 0.66 0.04 0.482
O -1.722551 -0.242940 2.928535 0.12 -0.04 -0.28 -0.977
H -2.094598 0.367680 3.580940 -0.03 -0.19 0.19 0.517
H -1.438901 0.321436 2.200311 0.06 0.15 0.09 0.473
O 3.395024 -1.607433 -1.083260 -0.32 0.01 -0.29 -0.941
H 3.772520 -2.030579 -1.866303 0.23 -0.04 0.10 0.528
H 2.426409 -1.580551 -1.193851 0.53 -0.01 -0.20 0.491
```
Positions in Å, forces in eV/Å.

Output
Maximum force: 0.0271 Eh/bohr
LUMO level: -17.10 eV
Charge: +3
E_tot: -1673.79795 Ha

***

# 2
Formula: H18O9
Source: OMol25
Level of theory: wB97M-V/def2-TZVPD

The geometry in XYZ format:
```
27
Properties=species:S:1:pos:R:3:forces:R:3:lowdin_spin:R:1
O 13.244730 10.042620 7.874350 -0.29 -0.05 0.48 0.035
H 13.204530 10.949300 7.570120 0.07 0.18 -0.19 0.013
H 13.657020 9.565830 7.153980 0.29 -0.11 -0.23 0.007
O 12.651230 6.727040 5.201570 -0.07 -0.72 0.34 0.032
H 13.218100 6.279820 4.573170 0.21 -0.08 -0.06 0.007
H 12.582070 7.621600 4.868100 -0.16 0.63 -0.16 0.011
O 17.085850 13.349580 3.619980 0.15 0.49 -0.27 0.038
H 17.629210 13.704490 4.323570 0.09 0.15 0.22 0.009
H 16.980880 12.424260 3.841330 -0.31 -0.39 0.02 0.015
O 18.184910 10.828700 4.705790 -0.29 0.07 0.18 0.038
H 18.550620 9.949540 4.803590 0.04 -0.43 0.14 0.015
H 18.947050 11.407780 4.712590 0.30 0.32 -0.05 0.016
O 12.369440 9.246650 4.078710 0.14 -0.65 0.56 0.158
H 12.219100 10.169070 4.285510 -0.26 0.87 0.10 0.076
H 12.295100 9.199180 3.125580 0.09 0.09 -0.71 0.056
O 14.927910 11.306460 2.941630 0.85 -0.37 0.21 0.157
H 15.239770 11.380100 2.039660 0.19 -0.02 -0.53 0.036
H 14.100290 11.787330 2.949420 -0.88 0.43 0.15 0.086
O 17.740070 9.935880 2.052390 -0.15 -0.28 -0.69 0.037
H 18.674460 9.833980 2.233390 0.20 0.04 0.04 0.012
H 17.363250 10.216370 2.886390 -0.12 0.18 0.29 0.016
O 16.468220 7.475650 5.640360 0.44 -0.87 0.07 0.023
H 15.950580 8.221310 5.336610 -0.53 0.77 -0.06 0.008
H 17.334160 7.841880 5.819960 0.11 0.07 0.10 0.007
O 15.060440 9.932170 5.259120 0.47 -0.53 1.08 0.057
H 15.477050 10.474630 4.589490 -0.09 0.37 -0.46 0.017
H 14.182710 9.761240 4.917630 -0.45 -0.15 -0.58 0.018
```
Positions in Å, forces in eV/Å.

Output
Relative energy (zero: lowest compared OMol25 entry of this formula, charge and spin): 14.3 kcal per mole
2S+1: 2
Maximum force: 0.0252 Eh/bohr
LUMO level (alpha / beta): 2.44 / 2.41 eV
Charge: -1
E_tot: -687.93344 Ha

***

# 3
Formula: H18O9
Source: OMol25
Level of theory: wB97M-V/def2-TZVPD

The geometry in XYZ format:
```
27
Properties=species:S:1:pos:R:3:forces:R:3:nbo_charge:R:1
O -0.576403 0.020732 0.220764 2.04 -2.89 -0.52 -0.936
H 0.170227 -0.345796 -0.378543 -1.93 1.47 1.53 0.485
H -0.828669 0.863750 -0.077158 -0.29 1.32 -1.09 0.452
O -0.474924 3.619861 0.304133 0.86 -1.81 -0.36 -0.920
H -0.564789 2.625227 0.379912 0.16 1.88 0.13 0.453
H 0.445365 3.698314 -0.032037 -0.83 0.07 0.37 0.466
O -3.616786 -2.651508 -1.419520 -3.52 0.82 -0.07 -0.913
H -4.462104 -2.227597 -1.288562 -0.37 0.86 -0.13 0.474
H -3.826316 -3.453014 -1.050570 -0.69 -3.70 1.37 0.451
O -1.859344 -1.855886 -1.915977 -1.56 0.27 -0.13 -0.920
H -1.989638 -2.586537 -1.299156 0.63 0.83 -0.40 0.476
H -0.992117 -1.740611 -2.041293 5.43 0.83 -0.79 0.433
O 4.496628 -0.179983 -0.887249 1.66 0.03 -1.61 -0.953
H 4.828695 -0.103350 -1.854276 -0.97 -0.78 2.59 0.479
H 4.504115 -1.104581 -0.633563 0.19 -0.12 -0.17 0.475
O 1.616199 -0.077332 2.026651 1.70 2.41 -1.20 -0.953
H 1.079958 -0.791143 2.245607 -1.33 -1.87 0.82 0.476
H 1.928229 0.290728 2.850536 0.09 -0.06 0.26 0.463
O 3.165959 1.032111 -2.337430 1.15 1.98 0.54 -0.938
H 2.602729 1.681965 -2.743510 -0.54 0.38 -0.60 0.460
H 3.821416 1.628577 -1.843471 -1.52 -1.49 -0.77 0.477
O 0.898903 -2.249605 3.424529 -1.31 2.14 1.59 -0.915
H 1.027215 -3.021476 2.971470 1.67 -3.31 -1.97 0.462
H -0.056615 -2.329417 3.438778 -0.64 0.76 0.60 0.467
O -3.676690 3.461854 0.747294 -1.14 0.45 -1.07 -0.923
H -4.325771 3.135113 0.092106 0.45 0.47 0.44 0.463
H -3.335475 2.659595 1.100544 0.61 -0.93 0.65 0.460
```
Positions in Å, forces in eV/Å.

Output
SMILES: O.O.O.O.O.O.O.O.O
Relative energy (zero: lowest compared OMol25 entry of this formula, charge and spin): 139.4 kcal per mole
Maximum force: 0.1078 Eh/bohr
LUMO level: 0.21 eV
Charge: 0
E_tot: -687.80368 Ha

***

# 4
Formula: H18O9
Source: OMol25
Level of theory: wB97M-V/def2-TZVPD

The geometry in XYZ format:
```
27
Properties=species:S:1:pos:R:3:forces:R:3:nbo_charge:R:1
O 1.883157 -2.111411 1.205349 0.41 -0.67 0.35 -0.968
H 1.154637 -1.608981 0.840569 -0.41 0.58 -0.39 0.499
H 1.484997 -2.648771 1.890139 0.03 -0.21 0.18 0.466
O 0.025337 -0.255491 0.327539 -0.25 0.21 0.36 -0.974
H 0.409117 0.533559 -0.055001 0.56 0.27 -0.26 0.495
H -0.697963 -0.478831 -0.258281 -0.22 -0.41 -0.21 0.488
O 3.374017 0.151239 1.114369 0.40 0.67 -0.16 -0.952
H 2.847177 0.750539 1.643049 0.01 0.13 0.12 0.446
H 3.106597 -0.721461 1.402659 -0.29 -0.58 0.00 0.491
O -0.687363 -3.389311 -2.449001 0.16 -0.11 -0.18 -0.937
H -1.227143 -4.160271 -2.274411 -0.04 -0.27 -0.06 0.460
H -1.012643 -2.725821 -1.840551 0.01 0.34 0.05 0.474
O -1.089543 3.275219 -0.565571 0.04 -0.22 -0.29 -0.946
H -1.414743 2.759199 0.172129 -0.12 -0.14 0.20 0.467
H -0.932223 4.145329 -0.198971 0.11 0.31 0.09 0.479
O -3.426523 -0.848281 2.446559 -0.22 -0.13 -0.22 -0.942
H -3.356113 -0.192951 3.140689 -0.03 0.15 0.22 0.474
H -2.626523 -0.740021 1.932259 0.41 -0.04 -0.04 0.468
O -2.221563 -1.662161 -0.666231 0.11 0.15 0.02 -0.972
H -2.640353 -2.512161 -0.530791 -0.15 -0.28 0.16 0.492
H -2.878063 -1.023971 -0.387001 -0.38 0.22 -0.04 0.491
O 1.943907 3.497989 0.190019 0.16 0.42 0.14 -0.935
H 1.666647 2.959019 0.930879 0.00 -0.13 0.13 0.458
H 1.404597 3.196629 -0.541111 -0.19 -0.24 -0.19 0.477
O 1.821257 1.236519 -2.147111 -0.10 0.04 0.40 -0.939
H 1.680477 2.031999 -2.660541 0.02 0.23 -0.21 0.468
H 1.408847 0.542669 -2.661641 -0.05 -0.28 -0.17 0.473
```
Positions in Å, forces in eV/Å.

Output
SMILES: O.O.O.O.O.O.O.O.O
Relative energy (zero: lowest compared OMol25 entry of this formula, charge and spin): 58.0 kcal per mole
Maximum force: 0.0167 Eh/bohr
LUMO level: -0.28 eV
Charge: 0
E_tot: -687.93337 Ha

***

# 5
Formula: H18O9
Source: OMol25
Level of theory: wB97M-V/def2-TZVPD

The geometry in XYZ format:
```
27
Properties=species:S:1:pos:R:3:forces:R:3:nbo_charge:R:1
O -1.806671 0.654841 2.144554 -0.06 0.16 -0.12 -0.965
H -2.388169 0.141615 1.569787 0.06 0.10 -0.21 0.498
H -2.309395 1.444134 2.366036 -0.04 -0.03 0.08 0.485
O 2.063674 0.404039 -2.059846 -0.08 -0.10 0.17 -0.982
H 2.727381 0.217662 -1.389606 0.05 -0.03 -0.02 0.468
H 1.906686 -0.453505 -2.502130 0.16 0.17 0.00 0.500
O 0.966992 -1.612186 -3.536307 -0.12 0.03 -0.12 -0.961
H 0.363727 -0.852953 -3.570001 -0.07 -0.05 0.08 0.494
H 1.109918 -1.862354 -4.453537 0.12 -0.04 0.02 0.478
O -0.142837 -0.532839 -0.103586 -0.20 -0.04 -0.05 -0.992
H 0.130838 -0.111495 0.722930 0.03 -0.10 -0.15 0.494
H 0.385095 -0.082450 -0.777610 0.12 -0.06 -0.04 0.489
O -0.897044 0.568925 -3.255412 -0.20 -0.02 -0.35 -0.955
H -1.426760 0.344145 -4.030055 -0.04 0.07 -0.02 0.481
H -0.895558 1.531815 -3.224565 0.24 0.02 0.01 0.494
O 2.277586 0.050108 4.149509 0.18 -0.04 -0.06 -0.954
H 1.921328 -0.006736 3.251188 0.03 0.10 0.28 0.486
H 1.600482 0.516024 4.645799 -0.09 -0.11 0.03 0.462
O -0.789954 -1.425044 3.702981 0.01 0.05 -0.01 -0.965
H -0.902857 -2.197033 3.142329 0.05 -0.03 -0.01 0.464
H -1.108595 -0.675198 3.174909 0.00 -0.13 0.17 0.484
O 1.537648 1.120334 1.613185 -0.16 0.14 -0.21 -0.957
H 0.870174 1.814410 1.638669 -0.03 0.00 0.08 0.485
H 2.291196 1.515498 1.164523 0.06 -0.01 0.04 0.484
O -2.864718 -0.196950 -1.314288 -0.31 -0.05 0.09 -0.979
H -2.049024 -0.581673 -0.963110 0.19 0.13 0.04 0.496
H -2.571142 0.266865 -2.106344 0.09 -0.14 0.27 0.468
```
Positions in Å, forces in eV/Å.

Output
SMILES: O.O.O.O.O.O.O.O.O
Relative energy (zero: lowest compared OMol25 entry of this formula, charge and spin): 45.6 kcal per mole
Maximum force: 0.0079 Eh/bohr
LUMO level: -0.07 eV
Charge: 0
E_tot: -687.95313 Ha

***

# 6
Formula: H18O9
Source: OMol25
Level of theory: wB97M-V/def2-TZVPD

The geometry in XYZ format:
```
27
Properties=species:S:1:pos:R:3:forces:R:3:nbo_charge:R:1
O -0.149241 0.528777 1.479095 -0.03 -0.02 0.30 -0.922
H 0.518358 -0.101535 1.772365 0.02 -0.04 -0.14 0.476
H -0.645652 0.733959 2.279387 0.17 -0.03 -0.07 0.443
O -1.649287 2.938881 -2.080466 -0.54 0.97 0.14 -0.942
H -2.493556 2.619508 -1.742533 0.20 -0.03 0.00 0.462
H -1.125982 3.102100 -1.287685 -0.01 -0.16 0.07 0.480
O 2.916687 -2.838057 1.102773 -0.74 -1.27 0.13 -0.953
H 2.822728 -3.405705 0.329508 -0.23 0.08 -0.02 0.485
H 3.362135 -3.395840 1.750418 -0.04 -0.07 0.00 0.475
O -0.932455 3.343481 1.156398 0.05 0.28 0.10 -0.938
H -0.898476 4.280036 1.381568 -0.08 -0.05 -0.07 0.468
H -0.593407 2.900820 1.942584 0.03 -0.04 -0.26 0.470
O 4.529316 -1.016877 0.980966 0.86 0.84 0.10 -0.950
H 4.515275 -1.669655 0.271972 -0.13 0.26 0.35 0.466
H 3.834663 -1.308574 1.582098 0.26 0.19 -0.54 0.477
O -0.676750 0.702172 -2.575344 0.23 -0.66 -0.39 -0.930
H -0.671947 0.450223 -3.505661 -0.02 0.24 0.00 0.445
H 0.014445 0.158030 -2.181452 -0.04 -0.06 0.24 0.474
O 0.736926 -1.708501 -2.213997 0.23 -0.18 -0.23 -0.919
H 1.072616 -1.372637 -3.052744 0.16 -0.13 0.00 0.468
H -0.167498 -1.975438 -2.413378 0.40 -0.05 0.22 0.458
O -2.898646 1.263938 3.074595 0.39 -0.08 0.11 -0.926
H -2.330096 1.053988 3.824036 -0.22 0.01 0.11 0.458
H -2.522067 0.758186 2.345629 -0.32 0.00 -0.23 0.472
O -2.059385 -1.738313 -1.154822 -0.04 -0.31 -0.04 -0.906
H -1.787705 -1.881771 -2.068385 -0.56 0.30 0.12 0.442
H -2.720997 -2.421196 -0.996925 0.02 0.02 0.03 0.467
```
Positions in Å, forces in eV/Å.

Output
SMILES: O.O.O.O.O.O.O.O.O
Relative energy (zero: lowest compared OMol25 entry of this formula, charge and spin): 92.8 kcal per mole
Maximum force: 0.0286 Eh/bohr
LUMO level: 0.12 eV
Charge: 0
E_tot: -687.87787 Ha

***

# 7
Formula: H18O9
Source: OMol25
Level of theory: wB97M-V/def2-TZVPD

The geometry in XYZ format:
```
27
Properties=species:S:1:pos:R:3:forces:R:3:nbo_charge:R:1
O 1.252560 0.354934 1.103421 -2.53 -1.45 0.06 -0.896
H 1.821827 0.239290 1.856651 0.12 0.33 0.44 0.466
H 0.434534 -0.113369 1.415937 0.87 1.03 -0.78 0.428
O 2.550678 -0.616254 -1.784336 -0.60 -2.48 -1.50 -0.925
H 2.777140 -0.952616 -0.923664 0.22 0.44 0.98 0.465
H 2.371697 -1.510149 -2.231115 0.31 2.02 0.42 0.461
O 3.415968 1.177175 1.139240 1.70 2.92 -1.07 -0.945
H 3.590062 0.436349 1.694801 1.22 -0.41 0.69 0.461
H 4.145187 1.884173 1.151880 -1.42 -2.15 0.41 0.489
O 0.970114 -1.145118 3.484330 -0.52 0.49 -2.86 -0.920
H 0.512529 -1.407995 2.633149 1.09 0.68 1.18 0.449
H 0.616439 -1.822680 4.006091 -0.51 -1.52 2.01 0.468
O -3.299159 2.724540 0.099129 0.96 -3.11 0.87 -0.948
H -3.836868 3.429473 -0.101207 -1.73 2.63 -0.45 0.467
H -2.586125 3.006587 0.672115 -0.08 0.51 -0.01 0.480
O 0.131315 -2.788884 -2.104561 1.46 0.84 -0.42 -0.962
H 0.228551 -2.050336 -1.488509 -0.23 -0.05 -0.07 0.485
H -0.632606 -3.273181 -1.861828 -1.22 -0.57 0.48 0.477
O -2.682896 -2.060407 0.641172 0.28 0.05 1.35 -0.930
H -1.759112 -2.117053 0.974750 -1.10 0.07 -0.29 0.456
H -3.244149 -1.926274 1.446724 0.82 -0.16 -1.07 0.475
O -1.177654 -0.028239 -2.589783 -0.07 0.89 -0.14 -0.961
H -0.897385 0.816751 -3.003199 -0.05 -0.96 0.40 0.479
H -0.721961 -0.742090 -3.042481 0.17 0.03 -0.18 0.480
O -1.031453 3.027038 -1.012033 3.97 -1.02 2.55 -0.944
H -1.275724 2.194425 -0.582660 -0.05 0.31 -0.71 0.483
H -1.673510 3.263910 -1.594016 -3.07 0.67 -2.32 0.462
```
Positions in Å, forces in eV/Å.

Output
SMILES: O.O.O.O.O.O.O.O.O
Relative energy (zero: lowest compared OMol25 entry of this formula, charge and spin): 101.8 kcal per mole
Maximum force: 0.0939 Eh/bohr
LUMO level: -0.28 eV
Charge: 0
E_tot: -687.86349 Ha

***

# 8
Formula: H18O9
Source: OMol25
Level of theory: wB97M-V/def2-TZVPD

The geometry in XYZ format:
```
27
Properties=species:S:1:pos:R:3:forces:R:3:nbo_charge:R:1
O 0.096550 0.879175 0.800404 -0.64 0.40 0.54 -0.950
H -0.734718 1.364313 0.749167 -0.14 -0.04 0.05 0.471
H 0.207585 0.702908 1.741462 0.05 -0.11 -0.04 0.480
O 2.578399 -2.565239 0.911113 0.03 -0.18 0.10 -0.943
H 3.481866 -2.758514 0.636557 -0.02 0.18 -0.01 0.476
H 2.345836 -3.301822 1.487612 -0.06 0.09 -0.08 0.468
O 3.992833 0.112088 0.885613 0.10 0.22 0.37 -0.944
H 4.035055 1.013959 1.223007 0.10 -0.11 -0.11 0.457
H 3.056978 -0.113160 0.934894 -0.03 -0.20 -0.28 0.486
O 0.017688 -2.232320 -2.154463 -0.08 0.08 -0.18 -0.921
H 0.463272 -1.380106 -2.219086 0.07 -0.29 0.00 0.466
H -0.797597 -2.109121 -2.653585 0.04 0.02 -0.23 0.474
O 0.094052 4.722348 -0.383621 -0.03 -0.17 0.16 -0.931
H 0.539598 3.879465 -0.242107 0.02 0.11 -0.04 0.463
H -0.174006 4.997245 0.500442 0.01 0.05 -0.09 0.468
O -2.763128 0.197140 -2.405489 0.16 -0.02 -0.21 -0.949
H -3.375211 -0.387267 -2.866806 -0.04 -0.02 0.16 0.478
H -2.482659 0.824005 -3.081778 -0.04 0.04 0.08 0.472
O 1.789615 0.673622 -1.024598 0.49 0.10 -0.92 -0.918
H 1.066943 0.240009 -1.492268 0.08 0.26 0.34 0.446
H 1.396129 1.485868 -0.686345 0.02 -0.38 0.05 0.470
O -3.517396 -0.392656 3.496763 0.24 0.17 0.01 -0.933
H -3.162109 0.353662 3.992516 -0.12 -0.07 0.01 0.462
H -2.739626 -0.805233 3.104534 -0.12 -0.13 -0.05 0.471
O -2.016672 -2.063063 -0.212056 -0.40 0.12 0.24 -0.967
H -2.105508 -1.103331 -0.215692 -0.03 -0.11 -0.09 0.466
H -1.293759 -2.233988 -0.826198 0.34 -0.01 0.21 0.482
```
Positions in Å, forces in eV/Å.

Output
SMILES: O.O.O.O.O.O.O.O.O
Relative energy (zero: lowest compared OMol25 entry of this formula, charge and spin): 74.2 kcal per mole
Maximum force: 0.0204 Eh/bohr
LUMO level: -0.23 eV
Charge: 0
E_tot: -687.90762 Ha